C45H53BCaIN9P2Se3Si as an isolated structure in a non-equilibrium geometry, computed with wB97M-V/def2-TZVPD.

```
116
C45H53BCaIN9P2Se3Si, DFT wB97M-V/def2-TZVPD
H 21.565 15.186 16.415
H 14.713 17.411 14.425
C 13.788 11.114 18.378
H 15.847 5.090 17.001
H 14.927 13.603 10.369
H 13.363 18.703 16.405
H 20.241 13.746 14.953
H 14.401 14.902 9.196
C 8.400 15.970 17.290
H 8.396 15.293 18.116
C 12.807 17.808 16.678
H 17.636 13.673 14.271
C 11.959 14.140 19.141
C 19.768 12.345 16.453
H 9.177 10.962 15.420
H 18.947 13.650 10.177
H 15.144 6.679 15.296
H 12.866 12.713 20.568
C 15.640 7.092 16.181
H 9.770 12.514 12.985
C 16.916 7.946 18.367
P 15.354 9.596 14.915
H 16.722 11.464 10.625
C 15.966 6.152 17.145
H 11.811 16.452 10.636
Se 19.561 9.378 15.366
C 18.869 12.044 13.688
N 12.544 12.991 17.343
H 7.124 14.973 14.838
Ca 12.219 12.169 15.002
C 11.372 15.202 19.984
C 15.094 14.655 13.385
C 14.154 13.950 9.693
N 11.909 14.110 17.801
H 16.707 5.965 19.201
H 20.911 12.473 19.663
H 11.848 16.175 19.820
P 18.793 11.338 15.353
C 16.623 8.886 17.351
H 11.169 12.677 9.184
H 20.243 11.593 10.675
H 16.008 14.509 14.049
H 17.999 9.519 9.938
N 16.862 12.923 16.499
C 8.881 15.237 16.073
C 12.161 15.787 11.443
H 16.888 9.898 17.475
C 18.178 13.222 13.450
N 15.572 13.152 16.338
C 13.070 16.696 15.716
C 17.122 11.707 15.915
C 14.021 16.642 14.733
H 13.401 10.324 19.036
H 14.012 10.658 17.396
C 17.832 8.521 11.851
C 21.106 14.327 16.854
H 17.430 8.372 19.235
H 7.398 16.303 17.127
C 16.387 9.567 13.409
B 11.404 15.177 16.798
H 15.284 15.356 12.608
H 13.975 13.212 8.906
C 20.376 13.526 16.002
C 8.151 14.728 15.019
C 18.178 13.838 12.196
C 20.760 12.762 18.651
H 13.158 17.404 17.637
H 14.840 11.312 18.699
H 13.039 16.302 11.902
C 17.161 8.508 13.085
C 12.623 13.019 19.566
N 13.093 14.594 14.848
H 11.256 14.326 8.417
H 11.806 18.198 16.757
H 8.982 16.858 17.547
H 11.606 14.971 21.036
H 17.600 14.797 12.044
H 19.528 11.086 18.160
C 20.023 11.940 17.756
C 19.597 11.457 12.675
H 11.423 15.755 12.246
N 14.951 12.170 15.693
H 20.161 10.580 12.959
Se 13.292 9.373 14.616
H 15.509 11.411 12.853
I 10.302 9.219 17.220
N 10.234 13.902 14.948
H 10.188 9.811 14.507
C 15.889 11.236 15.433
N 12.487 15.485 15.742
C 10.207 10.563 15.332
H 17.255 7.707 13.727
C 11.150 13.776 9.379
H 9.037 13.872 12.171
C 16.177 10.636 12.536
C 16.631 6.611 18.282
Se 12.439 12.137 11.975
C 15.951 8.467 16.230
H 10.190 13.978 9.820
H 18.421 7.649 11.600
C 12.981 12.325 18.418
N 10.105 14.720 16.033
C 18.941 13.240 11.194
C 16.826 10.683 11.317
H 7.944 12.727 12.888
C 17.602 9.580 10.958
H 11.150 16.202 17.375
C 14.077 15.297 14.283
H 14.751 13.733 12.982
C 8.932 13.201 13.023
C 21.305 13.959 18.174
C 19.713 12.077 11.468
Si 12.476 14.007 10.711
H 10.331 15.387 19.852
C 9.075 13.910 14.356
H 21.904 14.534 18.852
```

Its charge is -2. Its total energy is -11416.3524 hartree. As for the spin multiplicity: 1. The HOMO-LUMO gap is 5.96 eV. The value obtained for the highest occupied orbital energy is -2.2 eV.

These are the Mulliken partial charges, in e, on atoms 1 to 5: H 0.40; H 0.40; C -0.79; H 0.39; H -0.20